1.
This record from the OMol25 dataset describes a structure of composition C24H24N6ORuS at a distorted geometry. The level of theory is ωB97M-V/def2-TZVPD.

Structure (XYZ):
```
57
Properties=species:S:1:pos:R:3:forces:R:3:mulliken_spin:R:1
Ru 0.323130 0.152852 -0.096196 1.15 0.03 -0.45 0.843
C 1.448963 3.210466 -4.446308 0.03 0.00 0.05 0.020
C 2.350169 2.469727 -3.693745 0.00 0.14 -0.09 -0.012
C 1.910237 1.411465 -2.922714 -0.39 -0.39 0.00 0.014
C 0.554451 1.058598 -2.916455 0.31 1.07 -0.92 -0.046
C -0.346008 1.798429 -3.699729 0.29 -0.14 0.46 0.028
C 0.103027 2.873500 -4.438608 0.02 0.06 -0.16 -0.009
N 0.108059 0.037609 -2.090924 -0.28 -0.79 0.41 0.109
C -0.851787 -0.835928 -2.505596 0.27 0.07 0.66 0.035
C -1.149487 -1.143532 -3.840134 -0.34 -0.25 -0.40 -0.003
C -2.172173 -2.025224 -4.129613 0.63 0.56 0.07 0.007
C -2.915929 -2.625039 -3.110711 -0.37 -0.23 0.85 0.027
C -2.630730 -2.371366 -1.784914 -0.23 -0.41 -0.46 -0.035
C -1.587444 -1.497752 -1.471724 0.09 -0.10 -0.62 0.095
N -1.160834 -1.174591 -0.225020 -0.93 1.74 1.40 0.068
N -1.779700 -1.506923 0.861792 -0.65 -1.50 -2.01 -0.219
C -1.188741 -1.084792 1.990027 1.13 1.03 1.40 0.046
C -1.727102 -1.410868 3.249508 0.07 0.04 -0.88 -0.051
C -1.087987 -0.974879 4.381126 0.46 0.28 0.13 0.022
C 0.077857 -0.212020 4.262516 -0.29 -0.27 0.03 -0.052
C 0.542729 0.101163 3.003497 0.19 0.10 0.11 0.022
N -0.054953 -0.313513 1.888674 -0.92 -0.31 0.37 -0.032
H 1.794706 4.046252 -5.034972 0.03 0.06 -0.06 0.001
H 3.402770 2.714931 -3.720604 0.05 0.01 0.03 0.000
H 2.602490 0.818790 -2.339482 0.01 0.06 0.00 0.001
H -1.396849 1.546648 -3.673729 -0.06 0.02 -0.03 0.000
H -0.604211 3.454561 -5.012136 -0.03 0.04 -0.06 0.000
H -0.565514 -0.697538 -4.631459 -0.02 0.04 -0.02 -0.004
H -2.397388 -2.247100 -5.162320 0.00 -0.06 -0.06 0.001
H -3.715813 -3.305326 -3.360842 -0.05 -0.03 -0.01 0.002
H -3.172397 -2.843948 -0.979690 -0.08 -0.05 0.00 -0.004
H -2.632863 -1.994424 3.279673 -0.05 -0.07 0.00 -0.001
H -1.473788 -1.223464 5.357463 -0.06 -0.03 0.08 0.000
H 0.620140 0.120270 5.132579 0.04 0.05 0.07 -0.001
H 1.431202 0.708288 2.875662 0.00 -0.01 -0.10 -0.007
C 3.192010 0.300432 0.419239 0.34 -0.61 0.01 -0.008
O 2.061131 1.060526 0.171591 -1.37 1.15 0.12 0.166
H 4.083835 0.824985 0.047096 -0.12 -0.15 0.02 0.004
H 3.143504 -0.686375 -0.077557 0.17 0.09 0.11 0.002
H 3.328562 0.127975 1.498705 0.06 -0.03 -0.13 0.009
C 2.795092 4.709796 1.483430 0.12 0.07 -0.08 0.001
C 1.514630 4.092085 1.914037 -0.05 -0.14 -0.15 -0.002
C 1.003471 4.145893 3.187639 -0.41 -0.23 0.12 0.001
C -0.218022 3.495452 3.456734 0.75 0.37 -0.19 0.002
N -0.888963 2.875226 2.495247 -0.33 -0.18 -0.03 0.002
C -0.406798 2.842946 1.270002 0.64 0.66 -0.07 0.004
S -1.258653 2.152985 -0.035091 0.57 -1.75 -0.51 -0.042
N 0.796811 3.436881 0.977452 -0.37 0.02 0.74 0.001
C -0.798151 3.450598 4.822298 -0.04 0.05 0.14 -0.002
H 3.354475 5.090869 2.332371 -0.01 -0.01 0.04 0.000
H 2.596211 5.539464 0.802999 -0.01 0.01 -0.01 0.000
H 3.406129 3.982413 0.948923 0.01 -0.05 -0.01 0.000
H 1.536631 4.663017 3.968038 0.07 0.05 0.03 0.000
H 1.174592 3.299263 0.044265 -0.05 -0.08 0.02 -0.001
H -0.130449 3.888116 5.558241 0.02 0.00 0.06 0.000
H -1.017437 2.416509 5.083771 0.00 -0.05 0.01 0.001
H -1.747843 3.984324 4.844877 -0.04 0.04 -0.07 0.000
```
Forces are in eV/Å.

* 2S+1: 2
* total charge: +1
* total energy: -1825.57493 Eh
* LUMO (alpha / beta): -4.699 / -4.592 eV
* highest occupied orbital energy (alpha / beta): -9.932 / -9.838 eV
* ⟨S²⟩: 1.057
* HOMO-LUMO gap (alpha / beta): 5.23 / 5.25 eV
* ΔE to the lowest compared entry with this formula, charge and spin: 103.7 kJ/mol

---

2.
This record from the OMol25 dataset describes a structure of composition C24H24N9PbS at a distorted geometry. The level of theory is ωB97M-V/def2-TZVPD.

Structure (XYZ):
```
59
Properties=species:S:1:pos:R:3:forces:R:3:lowdin_charge:R:1
Pb 0.174518 -0.193622 -0.082821 0.19 -0.17 -0.16 1.305
C -4.151759 4.588189 1.636493 -0.08 -0.19 0.16 0.044
C -3.176099 3.721445 0.882628 0.21 0.19 -0.23 -0.120
N -3.208886 2.473966 1.149821 0.08 0.64 1.20 0.188
N -3.776561 1.476846 1.447430 -1.08 -0.29 -1.48 0.178
C -3.483846 0.463881 2.370997 1.47 -0.82 0.58 -0.838
N -4.448085 0.225037 3.228713 -0.33 0.31 0.03 0.170
S -2.103249 -0.464850 2.211138 -0.60 0.39 -0.04 0.641
C -2.177445 4.288257 -0.030007 0.02 0.14 -0.19 -0.235
C -2.179176 5.651347 -0.294776 -0.12 0.03 0.11 0.029
C -1.200547 6.168675 -1.134065 0.07 -0.03 -0.02 0.003
C -0.257940 5.304874 -1.654494 -0.07 0.08 0.00 0.004
C -0.354269 3.947896 -1.344509 0.01 -0.13 -0.02 -0.110
N -1.292270 3.436519 -0.563855 0.10 -0.30 0.15 0.101
H -4.848304 3.987085 2.214471 0.01 0.01 0.01 0.095
H -3.613327 5.254474 2.311323 0.04 0.00 -0.04 0.122
H -4.719822 5.189328 0.926248 0.06 -0.01 -0.08 0.117
H -5.291930 0.780137 3.282773 -0.01 -0.01 -0.04 0.145
H -4.365255 -0.566565 3.851784 0.08 0.01 0.02 0.139
H -2.917198 6.314886 0.132804 0.00 -0.03 0.02 0.126
H -1.182244 7.226679 -1.359258 0.03 -0.02 0.00 0.136
H 0.541429 5.662196 -2.289953 -0.03 -0.02 0.00 0.129
H 0.373498 3.251255 -1.747988 -0.04 0.02 -0.01 0.109
C 0.029069 -1.910476 -3.000506 0.10 0.01 -0.11 -0.091
N -0.809441 -1.857504 -1.777804 0.05 0.03 0.06 -0.119
C -1.062057 -3.179704 -1.151576 0.04 -0.05 0.09 -0.081
C -0.388058 -3.329299 0.178105 -0.07 0.01 0.03 -0.308
N 0.224371 -2.349615 0.810912 0.07 0.32 -0.16 -0.048
C 0.596410 -2.846737 2.065305 0.02 -0.12 0.07 -0.243
C 1.242986 -2.233248 3.134549 0.04 0.07 -0.07 -0.019
C 1.438248 -2.992112 4.269972 0.02 0.05 0.00 -0.044
C 1.000423 -4.323801 4.346869 -0.04 0.00 -0.01 -0.036
C 0.360627 -4.939916 3.290421 -0.01 -0.15 0.00 0.019
C 0.180171 -4.175393 2.145565 -0.04 0.24 0.03 -0.159
N -0.439214 -4.440872 0.924080 0.07 -0.07 0.02 0.206
C 1.434554 -1.456195 -2.756882 0.03 0.09 0.01 -0.313
N 1.797665 -0.718963 -1.726476 -0.15 -0.12 0.16 -0.037
C 3.146027 -0.395176 -1.922615 0.09 -0.05 -0.07 -0.220
C 4.029538 0.350312 -1.146465 -0.03 0.00 0.06 -0.015
C 5.319344 0.487793 -1.616295 -0.05 0.03 0.06 -0.047
C 5.722786 -0.083665 -2.833350 0.00 -0.03 -0.02 -0.038
C 4.854689 -0.821983 -3.611289 0.06 -0.04 -0.08 0.018
C 3.563600 -0.972569 -3.122600 -0.08 0.13 0.13 -0.161
N 2.443677 -1.638078 -3.618873 0.02 -0.06 -0.03 0.202
H -0.407526 -1.250327 -3.752745 -0.05 -0.01 0.01 0.149
H 0.030470 -2.914737 -3.427355 -0.04 -0.01 -0.02 0.139
H -1.709346 -1.485032 -2.057259 -0.03 -0.01 -0.01 0.124
H -0.748625 -3.983333 -1.819628 -0.01 -0.02 -0.02 0.141
H -2.135330 -3.298297 -0.993666 -0.03 0.00 -0.04 0.149
H 1.589367 -1.207149 3.075764 -0.01 -0.03 0.05 0.113
H 1.938411 -2.554204 5.123144 0.00 -0.01 -0.01 0.122
H 1.160874 -4.876997 5.262146 0.02 0.00 -0.02 0.125
H 0.010839 -5.961992 3.359970 0.05 0.02 -0.01 0.129
H -0.831795 -5.329694 0.652465 -0.04 0.02 -0.05 0.190
H 3.724452 0.806785 -0.211599 0.03 -0.04 -0.01 0.110
H 6.037531 1.047180 -1.032481 0.00 0.01 -0.04 0.121
H 6.740756 0.058172 -3.169692 -0.01 0.00 0.01 0.125
H 5.169313 -1.253035 -4.552596 0.00 -0.02 0.03 0.129
H 2.403971 -2.158096 -4.482428 -0.01 -0.01 -0.01 0.189
```
Forces are in eV/Å.

* 2S+1: 1
* total charge: +3
* total energy: -2011.91440 Eh
* LUMO: -10.139 eV
* highest occupied orbital energy: -16.065 eV
* HOMO-LUMO gap: 5.93 eV
* ΔE to the lowest compared entry with this formula, charge and spin: 323.3 kJ/mol

---

3.
This record from the OMol25 dataset describes a cluster of 2 separate species, C24H24O3 in total at a distorted geometry. The level of theory is ωB97M-V/def2-TZVPD.

Structure (XYZ):
```
51
Properties=species:S:1:pos:R:3:forces:R:3:lowdin_charge:R:1
C -0.319198 2.988740 3.258374 0.20 0.43 0.40 -0.065
C -0.782101 1.578704 2.980280 -0.13 0.15 -0.03 -0.227
O 0.234316 0.931125 2.195016 -0.52 -0.48 0.07 -0.023
C -0.099465 -0.360892 1.898471 -0.84 0.18 0.25 -0.505
C 0.894146 -0.964947 1.042798 -0.84 1.02 -0.39 0.018
C 1.066931 -2.356369 0.983535 0.34 -2.27 -0.40 -0.227
C 0.021621 -3.265642 1.359769 0.48 0.27 -0.28 -0.022
C 0.135725 -4.620958 1.082168 0.52 0.06 0.01 -0.091
C 1.303184 -5.123131 0.488941 -0.06 0.06 0.03 -0.103
C 2.373381 -4.270242 0.195164 -0.15 -0.39 0.06 -0.107
C 2.280119 -2.916673 0.451678 -0.99 0.66 0.07 -0.032
O -1.153153 -0.852613 2.311596 1.01 0.51 -0.31 0.039
H -1.178317 3.648096 3.434261 0.16 -0.14 -0.05 0.082
H 0.301465 3.012073 4.162192 -0.02 0.07 -0.21 0.076
H 0.276315 3.408497 2.436937 -0.26 -0.21 0.07 0.068
H -0.912880 1.008703 3.909787 -0.11 0.17 -0.25 0.127
H -1.736363 1.568526 2.433707 0.34 -0.09 0.10 0.115
H 1.733112 -0.327985 0.775058 -0.15 -0.04 -0.02 0.124
H -0.857891 -2.854191 1.858004 0.28 -0.24 -0.34 0.101
H -0.676393 -5.300072 1.342390 0.19 0.17 -0.05 0.102
H 1.387116 -6.185415 0.269930 -0.02 0.18 0.04 0.095
H 3.282163 -4.680005 -0.250247 -0.24 0.12 0.17 0.102
H 3.119025 -2.254503 0.216568 -0.34 -0.16 0.04 0.112
C -0.686323 5.814072 0.218322 -0.50 -0.60 0.08 -0.058
O -1.719087 4.810471 0.362411 0.41 0.25 -0.51 -0.096
C -1.481947 3.562331 -0.130913 0.29 -0.50 -0.11 -0.267
C -2.592730 2.676711 -0.144711 0.70 0.68 -0.07 -0.003
C -2.410165 1.344881 -0.441349 0.83 -0.34 -0.02 -0.008
C -1.111822 0.841556 -0.734175 0.00 1.28 0.16 -0.231
C -0.864878 -0.559312 -0.888115 0.32 -0.62 0.94 0.030
C -0.132696 -1.147117 -1.958192 0.34 -0.69 -1.10 -0.204
C -0.195361 -2.563472 -2.118559 0.01 0.65 0.74 -0.026
C 0.624993 -3.212604 -3.014233 0.57 0.19 -0.63 -0.078
C 1.487186 -2.467816 -3.838370 -0.26 -0.16 0.49 -0.074
C 1.479641 -1.070028 -3.773775 0.14 -0.08 -0.31 -0.085
C 0.645561 -0.407296 -2.896268 -0.33 -0.14 0.64 -0.023
C -0.037577 1.753118 -0.806771 -0.57 0.20 0.10 -0.039
C -0.205278 3.106406 -0.550909 -0.86 0.35 0.40 -0.004
H -1.125785 6.725846 0.615585 0.04 -0.03 -0.07 0.091
H 0.192551 5.549585 0.814413 -0.04 0.00 -0.12 0.085
H -0.415068 5.952484 -0.836448 -0.04 -0.06 0.22 0.098
H -3.574013 3.081939 0.077291 0.11 -0.06 0.09 0.120
H -3.256740 0.662421 -0.452102 0.14 0.10 0.09 0.123
H -1.554421 -1.222981 -0.359866 0.19 0.10 -0.10 0.132
H -0.879562 -3.133941 -1.482974 0.34 0.20 -0.14 0.117
H 0.630216 -4.300322 -3.057188 -0.08 0.24 -0.08 0.108
H 2.159479 -2.978849 -4.520037 -0.08 0.07 0.06 0.100
H 2.146653 -0.485612 -4.414794 -0.33 -0.26 0.09 0.107
H 0.578791 0.684263 -2.913150 0.16 -0.51 0.02 0.105
H 0.962540 1.380275 -0.986885 -0.07 0.00 0.04 0.115
H 0.642982 3.792163 -0.604612 -0.28 -0.30 0.11 0.110
```
Forces are in eV/Å.

* 2S+1: 1
* total charge: 0
* total energy: -1154.58018 Eh
* LUMO: -1.333 eV
* highest occupied orbital energy: -6.654 eV
* HOMO-LUMO gap: 5.32 eV
* ΔE to the lowest compared entry with this formula, charge and spin: 0.0 kJ/mol